Entry from OMol25: a molecular structure, C3H4LiO4Sn at a distorted geometry (ωB97M-V/def2-TZVPD).

Summary:
- Kohn-Sham gap (spin up / spin down) (eV) = 6.0 / 6.0
- LUMO level (spin up / spin down) (eV) = -5.24 / -5.24
- E_tot (hartree) = -639.15628
- largest force on an atom (Eh/bohr) = 0.12032
- molar mass (g mol⁻¹) = 229.7

Geometry as ORCA input:
```
! RIJCOSX wB97M-V def2-TZVPD def2/J DEFGRID3
* xyz 1 1
H -1.17 -0.36 1.18
C -0.37 -1.04 0.86
C -0.28 -2.42 1.33
O -0.74 -2.07 0.02
H 0.69 -2.91 1.36
H -1.05 -2.79 2.01
O 0.73 -0.26 0.49
H 1.84 1.06 0.91
O -0.18 1.18 -1.25
C 0.73 0.83 -0.54
Li -0.34 2.82 -2.19
Sn -1.44 4.34 -4.19
O 1.59 1.62 0.01
*
```

Entry from OMol25: 4 unconnected molecules or ions with the total composition C4H18N2O4 at a distorted geometry (ωB97M-V/def2-TZVPD).

Summary:
- structure (SMILES) = NC[C@H](N)CCO.O.O.O
- Kohn-Sham gap (eV) = 9.9
- LUMO level (eV) = 0.70
- E_tot (hartree) = -573.57219
- largest force on an atom (Eh/bohr) = 0.14661
- molar mass (g mol⁻¹) = 158.2

Geometry as ORCA input:
```
! RIJCOSX wB97M-V def2-TZVPD def2/J DEFGRID3
* xyz 0 1
N -0.87 1.30 1.20
C 0.10 0.70 0.22
C 1.54 0.74 0.75
C 2.51 -0.09 -0.06
O 2.18 -1.48 -0.02
C 0.05 1.32 -1.36
N -1.26 2.14 -1.50
H -1.65 1.64 0.69
H -0.36 2.16 1.60
H -0.26 -0.41 0.21
H 1.38 0.37 1.70
H 1.61 1.87 0.72
H 3.59 -0.05 0.14
H 2.48 0.32 -1.20
H 1.21 -1.74 0.02
H 0.11 0.39 -1.94
H 0.81 2.16 -1.55
H -1.17 2.78 -2.31
H -2.04 1.42 -1.48
H -2.15 -1.95 -1.20
H -1.82 -1.61 -2.83
O -1.80 -1.35 -1.93
H -2.40 -1.33 1.04
H -1.46 -2.47 1.18
O -2.11 -2.05 0.54
H 0.81 -1.47 1.76
H 0.50 -1.43 3.21
O 0.44 -1.91 2.40
*
```

Entry from OMol25: a molecular structure, C4H7NO at a distorted geometry (ωB97M-V/def2-TZVPD).

Summary:
- Kohn-Sham gap (eV) = 10.3
- LUMO level (eV) = 0.40
- E_tot (hartree) = -286.52255
- largest force on an atom (Eh/bohr) = 0.10521
- molar mass (g mol⁻¹) = 85.1

Geometry as ORCA input:
```
! RIJCOSX wB97M-V def2-TZVPD def2/J DEFGRID3
* xyz 0 1
O 0.62 0.44 -1.68
C 1.12 0.47 -0.46
C 0.76 -0.73 0.36
C -0.74 -0.82 0.37
C -1.54 0.19 0.65
N 1.71 1.47 0.04
H 1.17 -1.63 -0.11
H 1.16 -0.65 1.37
H -0.46 -0.17 -1.36
H -1.18 -1.79 0.51
H -2.61 0.20 0.72
H -1.09 1.14 0.83
H 1.73 2.19 -0.68
*
```

Entry from OMol25: a molecular structure, C18H45N3NaO6 at a distorted geometry (ωB97M-V/def2-TZVPD).

Summary:
- Kohn-Sham gap (eV) = 9.6
- LUMO level (eV) = -2.07
- E_tot (hartree) = -1490.56362
- largest force on an atom (Eh/bohr) = 0.03948
- molar mass (g mol⁻¹) = 422.6

Geometry as ORCA input:
```
! RIJCOSX wB97M-V def2-TZVPD def2/J DEFGRID3
* xyz 1 1
Na 17.34 -3.13 18.96
C 15.69 -6.39 18.80
O 16.97 -5.78 18.98
C 18.02 -6.25 18.18
C 19.30 -5.53 18.53
N 19.43 -4.13 18.05
C 20.68 -3.60 18.65
C 21.08 -2.22 18.08
O 20.15 -1.25 18.42
C 20.44 0.00 17.84
H 15.31 -6.07 17.82
H 15.05 -5.92 19.54
H 15.72 -7.48 18.88
H 17.78 -6.11 17.11
H 18.16 -7.33 18.26
H 20.08 -6.17 18.12
H 19.40 -5.43 19.61
H 19.66 -4.06 17.07
H 21.51 -4.30 18.50
H 20.58 -3.40 19.72
H 21.21 -2.35 16.99
H 22.05 -1.95 18.51
H 19.68 0.72 18.12
H 20.59 -0.12 16.76
H 21.34 0.48 18.24
C 17.38 1.27 13.85
O 17.28 0.62 15.11
C 16.66 -0.64 15.12
C 17.30 -1.36 16.32
N 16.99 -2.79 16.46
C 15.59 -3.18 16.26
C 14.64 -2.56 17.27
O 14.90 -3.17 18.52
C 13.88 -3.02 19.49
H 18.07 2.09 14.04
H 16.42 1.66 13.51
H 17.87 0.69 13.07
H 16.83 -1.22 14.21
H 15.58 -0.56 15.27
H 17.08 -0.84 17.26
H 18.38 -1.32 16.24
H 17.64 -3.40 16.00
H 15.51 -4.25 16.44
H 15.26 -2.96 15.24
H 13.58 -2.71 17.02
H 14.65 -1.46 17.26
H 13.54 -1.98 19.55
H 14.25 -3.38 20.44
H 12.96 -3.57 19.26
C 17.20 -5.00 21.96
O 16.91 -3.72 21.41
C 17.79 -2.73 21.88
C 17.18 -1.34 21.61
N 17.55 -0.79 20.30
C 16.87 0.50 20.02
C 15.37 0.36 19.82
O 14.67 1.58 19.75
C 14.67 2.33 20.97
H 16.47 -5.70 21.57
H 17.14 -4.99 23.05
H 18.23 -5.31 21.74
H 18.74 -2.66 21.32
H 18.13 -2.86 22.91
H 17.61 -0.65 22.35
H 16.11 -1.38 21.83
H 18.54 -0.58 20.25
H 17.30 0.82 19.08
H 17.11 1.22 20.81
H 14.89 -0.35 20.50
H 15.21 -0.07 18.82
H 14.87 3.38 20.77
H 15.36 1.96 21.72
H 13.67 2.28 21.41
*
```

Entry from OMol25: 2 unconnected molecules or ions with the total composition C5H11O2 (ωB97M-V/def2-TZVPD).

Summary:
- Kohn-Sham gap (eV) = 8.0
- LUMO level (eV) = 3.97
- E_tot (hartree) = -347.64735
- largest force on an atom (Eh/bohr) = 0.00798
- molar mass (g mol⁻¹) = 103.1

Geometry as ORCA input:
```
! RIJCOSX wB97M-V def2-TZVPD def2/J DEFGRID3
* xyz -1 1
O -1.65 -0.27 2.55
C -0.76 0.47 3.01
O 0.14 1.11 2.41
H -0.77 0.57 4.13
C -0.88 0.83 -0.72
C -0.03 -0.38 -1.09
C 1.20 0.07 -1.89
C 0.43 -1.19 0.12
H -1.79 0.53 -0.20
H -0.34 1.46 -0.01
H -1.15 1.39 -1.62
H -0.61 -1.05 -1.74
H 1.80 -0.78 -2.20
H 1.82 0.69 -1.24
H 0.94 0.66 -2.78
H -0.39 -1.42 0.79
H 0.91 -2.11 -0.21
H 1.13 -0.59 0.71
*
```

Entry from OMol25: a molecular structure, C21H26N2O3PtSi at a distorted geometry (ωB97M-V/def2-TZVPD).

Summary:
- Kohn-Sham gap (eV) = 2.6
- LUMO level (eV) = -11.03
- E_tot (hartree) = -1558.90719
- largest force on an atom (Eh/bohr) = 0.08651
- molar mass (g mol⁻¹) = 577.6

Geometry as ORCA input:
```
! RIJCOSX wB97M-V def2-TZVPD def2/J DEFGRID3
* xyz 2 1
C -1.47 3.78 -3.02
C -0.61 2.62 -2.44
C 0.76 3.02 -1.80
N -1.01 1.35 -2.51
C -1.55 0.87 -1.35
C -1.55 -0.54 -1.06
Si -0.81 -1.91 -2.18
C 0.04 -3.16 -0.99
C -2.20 -2.92 -3.06
C 0.54 -1.32 -3.37
C -2.18 -0.99 0.27
O -2.89 -1.99 0.38
C -1.85 -0.08 1.50
C -1.85 1.28 1.24
C -1.48 2.29 2.37
C 0.09 2.43 2.34
C 0.81 1.42 3.30
O 0.19 1.01 4.25
N 2.19 1.11 2.98
C 2.36 -0.27 2.56
C 3.58 -0.58 1.77
C 3.91 -1.93 1.32
C 3.03 -3.05 1.65
C 1.81 -2.74 2.40
C 1.47 -1.39 2.87
C -2.19 1.77 -0.22
O -2.87 2.73 -0.43
H -1.73 4.42 -2.12
H -0.86 4.45 -3.70
H -2.39 3.39 -3.52
H 0.87 2.62 -0.75
H 0.76 4.14 -1.69
H 1.62 2.77 -2.47
H 1.15 -2.97 -0.97
H -0.19 -4.22 -1.28
H -0.29 -3.02 0.09
H -2.41 -2.57 -4.09
H -1.79 -3.98 -3.10
H -3.11 -2.96 -2.41
H 0.12 -1.00 -4.36
H 1.15 -0.51 -2.88
H 1.23 -2.19 -3.54
H -1.61 -0.48 2.53
H -1.92 3.30 2.10
H -1.91 2.03 3.37
H 0.49 2.24 1.31
H 0.41 3.47 2.63
H 2.78 1.27 3.80
H 4.30 0.22 1.49
H 4.84 -2.10 0.72
H 3.31 -4.08 1.32
H 1.16 -3.62 2.65
H 0.54 -1.23 3.45
Pt -2.79 -2.19 2.68
*
```

Entry from OMol25: 8 unconnected molecules or ions with the total composition C24H64O8 at a distorted geometry (ωB97M-V/def2-TZVPD).

Summary:
- structure (SMILES) = CC(C)O.CC(C)O.CC(C)O.CC(C)O.CC(C)O.CC(C)O.CC(C)O.CC(C)O
- Kohn-Sham gap (eV) = 10.0
- LUMO level (eV) = 0.48
- E_tot (hartree) = -1554.70085
- largest force on an atom (Eh/bohr) = 0.03116
- molar mass (g mol⁻¹) = 480.8

Geometry as ORCA input:
```
! RIJCOSX wB97M-V def2-TZVPD def2/J DEFGRID3
* xyz 0 1
C 0.42 0.02 -1.00
C 0.18 0.04 0.49
C -0.81 1.11 0.90
O -0.28 -1.23 0.96
H 1.17 -0.74 -1.24
H 0.81 0.97 -1.37
H -0.47 -0.16 -1.61
H 1.11 0.19 1.03
H -0.37 2.09 0.71
H -0.99 1.11 1.97
H -1.74 1.09 0.33
H -0.32 -1.93 0.28
C 2.19 0.49 -4.31
C 2.39 0.99 -5.74
C 2.46 2.51 -5.77
O 3.55 0.37 -6.26
H 1.16 0.61 -3.97
H 2.91 0.94 -3.62
H 2.37 -0.59 -4.26
H 1.53 0.66 -6.34
H 1.63 2.99 -5.24
H 2.47 2.92 -6.79
H 3.39 2.86 -5.32
H 3.50 0.40 -7.22
C 4.29 2.86 0.62
C 3.95 2.40 -0.80
C 4.26 3.43 -1.87
O 4.84 1.28 -1.03
H 5.20 3.44 0.62
H 4.38 1.96 1.22
H 3.48 3.47 1.03
H 2.89 2.14 -0.86
H 5.32 3.68 -1.97
H 3.81 4.40 -1.66
H 3.99 3.09 -2.87
H 4.79 1.13 -1.98
C 2.82 -5.35 1.81
C 2.29 -4.33 0.84
C 3.37 -3.57 0.09
O 1.38 -4.95 -0.10
H 2.00 -5.74 2.41
H 3.52 -4.84 2.48
H 3.34 -6.16 1.30
H 1.68 -3.59 1.36
H 3.00 -2.92 -0.70
H 4.10 -4.20 -0.43
H 3.94 -2.96 0.80
H 1.82 -5.58 -0.68
C -1.99 -2.73 3.61
C -0.61 -3.33 3.93
C -0.46 -4.72 3.32
O 0.43 -2.47 3.48
H -2.17 -2.75 2.53
H -1.97 -1.66 3.82
H -2.77 -3.26 4.14
H -0.51 -3.40 5.01
H -1.29 -5.35 3.65
H 0.40 -5.26 3.71
H -0.43 -4.66 2.23
H 0.13 -2.10 2.64
C -3.78 1.81 3.14
C -4.85 1.91 4.23
C -6.03 1.02 3.91
O -4.26 1.48 5.46
H -4.17 2.23 2.20
H -3.40 0.80 3.00
H -2.89 2.39 3.41
H -5.18 2.95 4.33
H -6.86 1.17 4.61
H -5.70 -0.01 4.05
H -6.29 1.23 2.88
H -3.77 2.19 5.89
C -2.28 -3.55 -2.71
C -0.88 -3.80 -2.22
C 0.16 -3.10 -3.08
O -0.79 -3.43 -0.84
H -2.36 -3.58 -3.80
H -2.64 -2.54 -2.47
H -3.00 -4.28 -2.34
H -0.66 -4.88 -2.30
H -0.16 -2.07 -3.27
H 0.29 -3.62 -4.03
H 1.13 -3.13 -2.58
H -0.15 -4.05 -0.42
C -1.75 4.81 0.82
C -2.86 5.44 0.00
C -3.74 6.37 0.85
O -2.23 6.28 -0.99
H -1.01 4.20 0.30
H -2.23 4.18 1.58
H -1.15 5.60 1.27
H -3.44 4.69 -0.55
H -3.14 7.11 1.38
H -4.34 5.83 1.59
H -4.38 6.96 0.20
H -2.73 6.26 -1.81
*
```

Entry from OMol25: 5 unconnected molecules or ions with the total composition C17H22Br8F10O2S at a distorted geometry (ωB97M-V/def2-TZVPD).

Summary:
- structure (SMILES) = O=C(O[C@H](S)CCC(F)=C(F)F)C(F)(F)C(F)(F)C(F)(F)F.BrCCBr.BrCCBr.BrCCBr.BrCCBr
- Kohn-Sham gap (eV) = 8.5
- LUMO level (eV) = 0.18
- E_tot (hartree) = -22800.31181
- largest force on an atom (Eh/bohr) = 0.03478
- molar mass (g mol⁻¹) = 1119.6

Geometry as ORCA input:
```
! RIJCOSX wB97M-V def2-TZVPD def2/J DEFGRID3
* xyz 0 1
O 6.08 -3.06 2.85
C 5.71 -2.24 2.07
O 4.43 -1.76 2.06
C 3.45 -2.55 1.36
S 3.16 -1.81 -0.31
C 2.15 -2.51 2.14
C 1.74 -1.09 2.59
C 0.50 -0.57 1.93
F -0.12 0.43 2.62
C 0.00 -0.90 0.71
F -0.07 -0.12 -0.35
F -0.45 -2.12 0.42
C 6.69 -1.69 1.01
F 7.91 -2.19 1.23
F 6.28 -2.15 -0.19
C 6.82 -0.12 0.91
F 6.04 0.35 -0.07
F 8.10 0.15 0.58
C 6.54 0.67 2.22
F 7.04 1.90 2.06
F 7.17 0.10 3.24
F 5.25 0.80 2.46
H 3.78 -3.57 1.18
H 3.49 -0.55 0.00
H 1.38 -2.96 1.52
H 2.22 -3.14 3.03
H 2.52 -0.34 2.40
H 1.57 -1.10 3.66
Br -0.11 0.47 -6.03
C -0.15 -1.22 -5.06
C 0.32 -1.07 -3.64
Br 2.26 -0.90 -3.54
H 0.45 -1.93 -5.63
H -1.19 -1.54 -5.08
H 0.08 -1.96 -3.07
H -0.10 -0.19 -3.16
Br -4.16 -1.58 -5.75
C -4.27 -3.21 -6.81
C -3.71 -4.40 -6.07
Br -1.77 -4.37 -6.04
H -3.75 -3.02 -7.74
H -5.33 -3.36 -7.01
H -3.98 -5.32 -6.57
H -4.04 -4.44 -5.04
Br -2.84 1.83 1.27
C -3.47 3.32 2.35
C -2.42 3.81 3.30
Br -2.21 2.62 4.82
H -4.37 2.98 2.85
H -3.73 4.10 1.63
H -2.71 4.77 3.73
H -1.44 3.90 2.83
Br -7.02 3.77 0.94
C -7.67 5.26 2.02
C -6.61 5.75 2.97
Br -6.40 4.55 4.49
H -8.56 4.91 2.52
H -7.93 6.04 1.30
H -6.90 6.70 3.40
H -5.64 5.84 2.50
*
```

Entry from OMol25: a molecular structure, C2H6OSn at a distorted geometry (ωB97M-V/def2-TZVPD).

Summary:
- Kohn-Sham gap (eV) = 3.5
- LUMO level (eV) = -13.49
- E_tot (hartree) = -368.47965
- largest force on an atom (Eh/bohr) = 0.02608
- molar mass (g mol⁻¹) = 164.8

Geometry as ORCA input:
```
! RIJCOSX wB97M-V def2-TZVPD def2/J DEFGRID3
* xyz 2 1
Sn -3.58 2.87 -0.22
C 0.64 -0.20 -0.98
C 0.52 -0.46 0.51
O -0.72 -0.03 1.01
H -0.23 -0.60 -1.49
H 1.52 -0.68 -1.43
H 0.63 0.88 -1.12
H 1.36 -0.03 1.05
H 0.52 -1.53 0.72
H -0.65 -0.20 1.95
*
```

Entry from OMol25: C2HClN2O in the gas phase at a distorted geometry (ωB97M-V/def2-TZVPD).

Summary:
- structure (SMILES) = Clc1nnco1
- Kohn-Sham gap (eV) = 11.2
- LUMO level (eV) = 0.68
- E_tot (hartree) = -721.72233
- largest force on an atom (Eh/bohr) = 0.02224
- molar mass (g mol⁻¹) = 104.5

Geometry as ORCA input:
```
! RIJCOSX wB97M-V def2-TZVPD def2/J DEFGRID3
* xyz 0 1
C -0.20 0.10 0.01
C 1.77 -0.58 0.00
H 2.56 -1.29 0.00
N 0.51 1.16 0.00
N 1.82 0.70 0.00
O 0.50 -1.06 0.00
Cl -1.90 -0.02 0.00
*
```

Entry from OMol25: a molecular structure, C43H32F3HfN9O2S at a distorted geometry (ωB97M-V/def2-TZVPD).

Summary:
- Kohn-Sham gap (eV) = 6.3
- LUMO level (eV) = -6.56
- E_tot (hartree) = -3046.55944
- largest force on an atom (Eh/bohr) = 0.02721
- molar mass (g mol⁻¹) = 974.3

Geometry as ORCA input:
```
! RIJCOSX wB97M-V def2-TZVPD def2/J DEFGRID3
* xyz 2 1
Hf -0.08 0.03 -0.05
C 2.91 3.70 0.57
C 2.21 2.53 0.88
N 1.03 2.23 0.37
C 0.45 3.11 -0.49
C 1.09 4.32 -0.87
C 2.36 4.60 -0.31
C 0.46 5.18 -1.80
C -0.75 4.83 -2.33
C -1.40 3.65 -1.95
C -0.84 2.78 -1.03
N -1.38 1.58 -0.57
C -2.63 1.52 0.02
C -3.81 2.09 -0.45
C -5.03 1.89 0.19
C -5.12 1.15 1.34
C -3.95 0.63 1.93
C -3.96 -0.08 3.15
C -2.77 -0.49 3.69
C -1.58 -0.23 3.00
N -1.53 0.35 1.81
C -2.70 0.81 1.27
H 3.87 3.88 1.02
H 2.64 1.80 1.56
H 2.86 5.51 -0.57
H 0.95 6.10 -2.08
H -1.23 5.47 -3.06
H -2.34 3.42 -2.43
H -3.81 2.67 -1.36
H -5.92 2.32 -0.24
H -6.08 0.99 1.83
H -4.89 -0.26 3.65
H -2.73 -1.01 4.63
H -0.63 -0.51 3.45
O 5.48 -4.60 3.81
C 5.11 -3.39 3.39
O 5.89 -2.50 3.27
C 3.66 -3.17 3.01
C 2.82 -4.17 2.54
C 1.58 -3.85 2.02
C 1.16 -2.52 1.97
C 1.99 -1.52 2.49
C 3.23 -1.85 3.00
N 0.00 -2.12 1.31
C -1.08 -2.80 1.37
C -2.23 -2.42 0.56
C -3.47 -3.05 0.71
C -4.51 -2.67 -0.12
C -4.28 -1.72 -1.10
C -3.02 -1.14 -1.17
N -2.03 -1.45 -0.35
H 4.77 -5.24 3.95
H 3.13 -5.21 2.52
H 0.96 -4.62 1.58
H 1.65 -0.49 2.49
H 3.90 -1.09 3.38
H -1.19 -3.68 2.02
H -3.61 -3.81 1.47
H -5.49 -3.13 -0.02
H -5.05 -1.42 -1.79
H -2.80 -0.40 -1.93
C 2.36 2.36 -5.26
C 1.73 1.05 -4.99
N 1.51 0.11 -5.84
N 0.87 -0.87 -5.18
C 0.66 -0.55 -3.89
S -0.17 -1.37 -2.71
N 1.24 0.69 -3.75
N 1.28 1.40 -2.55
H 2.65 2.41 -6.31
H 3.24 2.50 -4.65
H 1.65 3.16 -5.06
H 0.60 -1.72 -5.65
H 2.22 1.36 -2.15
H 1.04 2.38 -2.73
F 8.74 -3.67 -1.08
C 8.60 -2.36 -0.83
F 9.29 -1.71 -1.78
F 9.21 -2.11 0.34
C 7.15 -1.95 -0.80
C 6.73 -0.77 -1.39
C 5.40 -0.41 -1.32
C 4.49 -1.24 -0.67
C 4.91 -2.44 -0.11
C 6.25 -2.79 -0.16
C 3.14 -0.85 -0.54
C 1.99 -0.50 -0.36
H 7.44 -0.14 -1.90
H 5.06 0.52 -1.75
H 4.19 -3.10 0.36
H 6.60 -3.70 0.29
*
```

Entry from OMol25: 2 unconnected molecules or ions with the total composition C3H2ClNO2S at a distorted geometry (ωB97M-V/def2-TZVPD).

Summary:
- Kohn-Sham gap (spin up / spin down) (eV) = 7.1 / 7.1
- LUMO level (spin up / spin down) (eV) = -3.89 / -3.89
- E_tot (hartree) = -1178.89991
- largest force on an atom (Eh/bohr) = 0.06806
- molar mass (g mol⁻¹) = 151.6

Geometry as ORCA input:
```
! RIJCOSX wB97M-V def2-TZVPD def2/J DEFGRID3
* xyz 0 1
C 0.72 0.00 -1.08
C -1.30 -0.73 -0.49
C 0.71 0.71 0.04
N -0.41 -0.83 -1.38
O -0.14 -0.93 1.80
O -1.47 1.19 1.62
S -0.62 0.17 1.04
Cl 3.19 1.56 0.38
H 1.61 -0.02 -1.62
H -2.28 -1.11 -0.32
*
```

Entry from OMol25: a molecular structure, C2H5N3S at a distorted geometry (ωB97M-V/def2-TZVPD).

Summary:
- Kohn-Sham gap (spin up / spin down) (eV) = 7.9 / 7.2
- LUMO level (spin up / spin down) (eV) = -0.98 / -1.51
- E_tot (hartree) = -641.52869
- largest force on an atom (Eh/bohr) = 0.08752
- molar mass (g mol⁻¹) = 103.1

Geometry as ORCA input:
```
! RIJCOSX wB97M-V def2-TZVPD def2/J DEFGRID3
* xyz 0 1
C 0.21 0.30 1.57
C -0.40 0.53 -0.74
N -0.33 1.40 1.93
N 1.00 -0.41 2.53
N 0.08 -0.27 0.34
S 0.38 0.46 3.99
H 0.22 0.16 -1.70
H -1.50 0.43 -0.85
H -0.23 1.53 -0.63
H 0.73 -1.37 2.40
H 0.79 -0.91 0.06
*
```